Record 1
Density functional theory data (ωB97M-V with the def2-TZVPD basis set) for a molecular structure, C15H26BrO6PdSSi2Te in a non-equilibrium geometry.

Last column: Mulliken charge in e.
Atoms and positions in Å:
Pd1 1.049 -1.960 1.162  -0.41
O1 1.527 -2.854 3.510  -0.69
S1 0.321 -2.022 3.588  1.54
O2 -0.339 -1.942 4.872  -0.67
O3 -0.636 -2.495 2.507  -0.67
O4 0.744 -0.604 3.119  -0.60
Br1 3.066 -4.904 -5.618  -0.22
C1 3.522 -3.540 -4.372  0.02
C2 4.523 -2.642 -4.701  -0.37
C3 4.858 -1.652 -3.784  -0.58
C4 4.200 -1.574 -2.564  -0.43
C5 3.196 -2.481 -2.260  0.29
C6 2.848 -3.472 -3.167  -0.32
C7 2.452 -2.378 -0.957  1.41
O5 1.382 -3.026 -0.821  -0.89
O6 2.899 -1.619 -0.056  -0.91
H1 5.029 -2.715 -5.655  0.40
H2 5.640 -0.942 -4.029  0.38
H3 4.446 -0.815 -1.833  0.42
H4 2.055 -4.163 -2.920  0.53
C8 -4.092 1.272 4.451  -1.04
Si1 -2.495 1.511 3.518  0.19
C9 -2.621 3.073 2.495  -0.89
C10 -1.067 1.605 4.697  -0.91
C11 -2.296 0.054 2.353  -0.90
Te1 -0.516 0.237 1.185  0.70
C12 -1.704 0.546 -0.638  -1.00
Si2 -0.719 1.321 -2.030  0.09
C13 0.273 2.800 -1.453  -1.04
C14 -1.878 1.933 -3.368  -1.02
C15 0.477 0.057 -2.690  -0.46
H5 -4.287 2.123 5.114  0.30
H6 -4.040 0.368 5.066  0.29
H7 -4.939 1.171 3.765  0.31
H8 -2.644 3.971 3.119  0.35
H9 -3.524 3.063 1.873  0.28
H10 -1.754 3.144 1.831  0.19
H11 -1.298 2.239 5.558  0.37
H12 -0.178 1.995 4.194  0.27
H13 -0.820 0.595 5.046  0.30
H14 -3.118 -0.031 1.643  0.61
H15 -2.201 -0.879 2.915  0.50
H16 -2.559 1.173 -0.358  0.46
H17 -2.080 -0.433 -0.951  0.51
H18 -0.369 3.568 -1.003  0.29
H19 0.807 3.249 -2.296  0.34
H20 1.011 2.506 -0.701  0.36
H21 -2.560 2.686 -2.956  0.27
H22 -2.483 1.120 -3.787  0.31
H23 -1.318 2.397 -4.189  0.27
H24 1.096 -0.295 -1.859  -0.27
H25 1.143 0.477 -3.452  0.39
H26 -0.028 -0.818 -3.112  0.34

Its spin multiplicity is 3. The energy relative to the best compared isomer or geometry (same formula, charge and spin) is 7.3 kcal per mole. Its highest occupied orbital energy (spin up / spin down) is -5.10 / -5.81 eV. As for the charge: -1. The expectation value of S² is 2.01.

---

Record 2
Density functional theory data (ωB97M-V with the def2-TZVPD basis set) for 2 unconnected molecules or ions with the total composition C10H13BrN3 in a non-equilibrium geometry.

Last column: Mulliken charge in e.
Atoms and positions in Å:
C1 -3.475 -1.603 -0.583  -0.39
C2 -2.184 -1.872 -0.106  -0.34
C3 -3.770 -0.295 -0.815  -0.32
C4 -1.715 0.475 -0.340  0.52
C5 -0.736 1.459 -0.198  0.00
C6 -1.275 -0.839 0.076  0.52
C7 0.438 -1.434 1.680  -0.03
C8 1.855 -1.826 1.917  -0.88
C9 2.772 2.113 -0.613  -1.11
C10 1.354 2.195 -1.249  -0.35
N1 -2.945 0.703 -0.741  -0.61
N2 -0.083 -1.031 0.584  -0.08
N3 0.250 2.218 -0.258  -0.08
Br1 1.698 -1.692 -1.456  -0.19
H1 -4.279 -2.404 -0.679  0.35
H2 -2.012 -2.781 0.438  0.41
H3 -4.714 -0.108 -1.270  0.42
H4 -0.129 -1.560 2.602  0.43
H5 1.762 -2.679 2.540  0.38
H6 2.425 -0.887 2.362  0.24
H7 2.308 -2.037 0.880  0.09
H8 3.537 1.946 -1.327  0.36
H9 3.007 3.232 -0.306  0.35
H10 2.839 1.392 0.154  0.33
H11 1.292 1.380 -1.901  0.29
H12 1.217 3.111 -1.898  0.33
H13 0.564 2.824 0.508  0.34

The energy relative to the best compared isomer or geometry (same formula, charge and spin) is 130.0 kcal per mole. Its highest occupied orbital energy (spin up / spin down) is -12.70 / -11.81 eV. As for the charge: +1.

---

Record 3
Density functional theory data (ωB97M-V with the def2-TZVPD basis set) for a gas-phase ion, C6H15N2 (charge +1) in a non-equilibrium geometry.

Last column: Mulliken charge in e.
Atoms and positions in Å:
C1 1.391 -1.196 2.526  -0.85
C2 0.634 -0.098 2.635  -0.14
C3 -0.426 0.345 1.643  -0.63
C4 -0.375 -0.482 0.361  -0.26
N1 -1.651 -0.704 -0.386  -0.18
C5 0.647 0.003 -0.661  -0.93
N2 -0.042 1.067 -1.448  -0.27
C6 -0.046 1.024 -2.895  -0.89
H1 2.175 -1.390 3.260  0.29
H2 1.731 -1.710 1.630  0.26
H3 0.767 0.494 3.540  0.37
H4 -1.455 0.300 2.069  0.31
H5 -0.245 1.408 1.567  0.33
H6 -0.067 -1.500 0.675  0.47
H7 -2.372 -1.150 0.182  0.38
H8 -2.004 0.201 -0.722  0.37
H9 -1.459 -1.269 -1.216  0.34
H10 1.585 0.471 -0.305  0.40
H11 1.008 -0.740 -1.367  0.48
H12 0.209 1.983 -1.118  0.22
H13 -0.282 2.036 -3.214  0.34
H14 0.894 0.699 -3.362  0.34
H15 -0.617 0.209 -3.393  0.26

The energy relative to the best compared isomer or geometry (same formula, charge and spin) is 58.2 kcal per mole. Its highest occupied orbital energy is -13.01 eV. As for the charge: +1.

---

Question: Among the records above, which one has the highest energy relative to the best compared isomer or geometry (same formula, charge and spin)?
Answer: C10H13BrN3

---

Question: Look up the charge of the second one.
Answer: +1

---

Question: Number 1 is which compound?
Answer: C15H26BrO6PdSSi2Te

---

Copy entry 2 word for word.
Density functional theory data (ωB97M-V with the def2-TZVPD basis set) for 2 unconnected molecules or ions with the total composition C10H13BrN3 in a non-equilibrium geometry.

Last column: Mulliken charge in e.
Atoms and positions in Å:
C1 -3.475 -1.603 -0.583  -0.39
C2 -2.184 -1.872 -0.106  -0.34
C3 -3.770 -0.295 -0.815  -0.32
C4 -1.715 0.475 -0.340  0.52
C5 -0.736 1.459 -0.198  0.00
C6 -1.275 -0.839 0.076  0.52
C7 0.438 -1.434 1.680  -0.03
C8 1.855 -1.826 1.917  -0.88
C9 2.772 2.113 -0.613  -1.11
C10 1.354 2.195 -1.249  -0.35
N1 -2.945 0.703 -0.741  -0.61
N2 -0.083 -1.031 0.584  -0.08
N3 0.250 2.218 -0.258  -0.08
Br1 1.698 -1.692 -1.456  -0.19
H1 -4.279 -2.404 -0.679  0.35
H2 -2.012 -2.781 0.438  0.41
H3 -4.714 -0.108 -1.270  0.42
H4 -0.129 -1.560 2.602  0.43
H5 1.762 -2.679 2.540  0.38
H6 2.425 -0.887 2.362  0.24
H7 2.308 -2.037 0.880  0.09
H8 3.537 1.946 -1.327  0.36
H9 3.007 3.232 -0.306  0.35
H10 2.839 1.392 0.154  0.33
H11 1.292 1.380 -1.901  0.29
H12 1.217 3.111 -1.898  0.33
H13 0.564 2.824 0.508  0.34

The energy relative to the best compared isomer or geometry (same formula, charge and spin) is 130.0 kcal per mole. Its highest occupied orbital energy (spin up / spin down) is -12.70 / -11.81 eV. As for the charge: +1.